# 1
Here is a molecular structure, C16H23Cl2CuN3O5S2 from the OMol25 dataset. Energies are from wB97M-V/def2-TZVPD.

Atoms and positions in Å:
Cu -1.184 0.017 -0.342
N -3.124 0.207 -1.338
C -3.203 -0.809 -2.391
C -2.437 -2.046 -1.923
N -1.078 -1.614 -1.599
H -3.803 0.028 -0.605
H -3.276 1.135 -1.716
H -2.705 -0.417 -3.284
H -4.240 -1.070 -2.639
H -2.457 -2.815 -2.706
H -2.892 -2.451 -1.015
H -0.620 -1.253 -2.435
H -0.533 -2.379 -1.223
Cl 0.379 5.850 3.606
C -0.056 4.319 2.936
C -0.889 3.481 3.694
C -1.274 2.277 3.178
Cl -2.273 1.205 4.081
C -0.877 1.830 1.871
O -1.310 0.710 1.457
C 0.004 2.698 1.145
C 0.499 2.338 -0.141
O 0.290 1.307 -0.791
C 0.393 3.941 1.700
H -1.228 3.781 4.675
H 1.172 3.085 -0.589
H 1.043 4.591 1.132
O -1.624 -1.736 3.427
C -0.781 -1.714 2.579
O -0.947 -2.178 1.341
C 0.666 -1.219 2.810
N 1.378 -1.318 1.531
C 2.516 -2.221 1.682
C 2.089 -3.137 2.826
C 1.388 -2.170 3.777
H 0.615 -0.202 3.203
H 1.624 -0.423 1.128
H -0.039 -2.042 0.935
H 3.444 -1.691 1.934
H 2.684 -2.761 0.747
H 2.932 -3.649 3.282
H 1.380 -3.879 2.459
H 2.114 -1.624 4.380
H 0.687 -2.665 4.443
C 2.848 1.145 -6.464
O 2.135 1.235 -5.246
C 0.988 0.578 -5.145
S 0.348 -0.381 -6.350
S 0.132 0.722 -3.711
H 3.813 1.611 -6.288
H 2.311 1.669 -7.258
H 2.976 0.102 -6.758

Computed properties:
- 2S+1 = 2
- <S²> = 0.7575
- E_HOMO (spin up / spin down) (eV) = -6.908 / -6.882

Computed Löwdin charges, given in elementary charges:
1. Cu 0.267
2. N -0.001
3. C -0.243
4. C -0.231
5. N -0.023
6. H 0.103
7. H 0.095
8. H 0.094
9. H 0.115
10. H 0.116
11. H 0.122
12. H 0.008
13. H 0.091
14. Cl 0.654
15. C -0.692
16. C -0.121
17. C -0.576
18. Cl 0.764
19. C -0.372
20. O -0.105
21. C -0.128
22. C -0.189
23. O -0.107
24. C -0.073
25. H 0.106
26. H 0.129
27. H 0.110
28. O 0.077
29. C -0.537
30. O 0.051
31. C -0.218
32. N -0.029
33. C -0.192
34. C -0.163
35. C -0.116
36. H 0.149
37. H 0.124
38. H 0.071
39. H 0.117
40. H 0.111
41. H 0.109
42. H 0.115
43. H 0.118
44. H 0.120
45. C -0.107
46. O -0.186
47. C -1.356
48. S 0.717
49. S 0.847
50. H 0.098
51. H 0.094
52. H 0.074



# 2
Here is a molecular structure, C29H28GeN4O2PdS in a non-equilibrium geometry from the OMol25 dataset. Energies are from wB97M-V/def2-TZVPD.

Atoms and positions in Å:
Pd 1.162 -0.013 1.388
C 4.035 4.928 -1.028
C 3.878 4.586 0.454
N 4.276 3.241 0.772
C 3.403 2.141 0.786
S 1.688 2.443 0.810
N 4.028 1.003 0.742
N 3.209 -0.105 0.762
C 3.786 -1.294 0.635
C 5.274 -1.477 0.540
C 2.926 -2.412 0.570
C 3.398 -3.756 0.448
C 2.515 -4.795 0.373
C 1.122 -4.540 0.418
C 0.737 -3.214 0.547
N 1.559 -2.180 0.610
H 3.864 5.994 -1.214
H 3.320 4.351 -1.619
H 5.041 4.683 -1.382
H 2.831 4.680 0.738
H 4.448 5.297 1.063
H 5.213 2.961 0.525
H 5.765 -0.510 0.583
H 5.562 -1.977 -0.391
H 5.646 -2.096 1.364
H 4.464 -3.945 0.418
H 2.885 -5.813 0.286
H 0.383 -5.328 0.372
H -0.319 -2.966 0.609
O -0.546 0.397 2.590
O 0.057 0.243 3.909
C -0.798 -0.746 1.972
Ge -1.791 -0.169 0.326
C -2.846 1.458 0.707
C -2.790 2.657 -0.002
C -3.523 3.773 0.396
C -4.324 3.711 1.525
C -4.386 2.528 2.254
C -3.653 1.420 1.850
C -3.232 -1.520 0.161
C -3.193 -2.710 0.890
C -4.204 -3.663 0.769
C -5.278 -3.435 -0.079
C -5.342 -2.248 -0.804
C -4.328 -1.306 -0.682
C -1.032 -0.105 -1.464
C -0.370 1.027 -1.947
C 0.198 1.039 -3.215
C 0.139 -0.094 -4.015
C -0.478 -1.242 -3.535
C -1.057 -1.245 -2.271
H -2.172 2.734 -0.887
H -3.453 4.693 -0.174
H -4.889 4.580 1.842
H -4.994 2.473 3.150
H -3.701 0.513 2.443
H -2.368 -2.882 1.573
H -4.151 -4.581 1.343
H -6.065 -4.175 -0.174
H -6.184 -2.059 -1.461
H -4.390 -0.384 -1.253
H -0.234 1.890 -1.309
H 0.712 1.927 -3.562
H 0.595 -0.090 -4.999
H -0.498 -2.143 -4.138
H -1.535 -2.150 -1.913

Computed properties:
- 2S+1 = 3
- <S²> = 2.0352
- total charge = -2
- E_HOMO (spin up / spin down) (eV) = 0.793 / -1.104

Computed Löwdin charges, given in elementary charges:
1. Pd 0.639
2. C -0.112
3. C -0.340
4. N -0.071
5. C -0.828
6. S 0.545
7. N -0.041
8. N -0.119
9. C -0.329
10. C -0.075
11. C -0.256
12. C -0.074
13. C -0.147
14. C -0.127
15. C -0.193
16. N 0.025
17. H 0.055
18. H 0.062
19. H 0.057
20. H 0.041
21. H 0.093
22. H 0.103
23. H 0.041
24. H 0.066
25. H 0.067
26. H 0.079
27. H 0.077
28. H 0.065
29. H 0.061
30. O -0.501
31. O -0.340
32. C -0.308
33. Ge 0.957
34. C -0.250
35. C -0.096
36. C -0.109
37. C -0.124
38. C -0.104
39. C -0.103
40. C -0.277
41. C -0.108
42. C -0.105
43. C -0.128
44. C -0.115
45. C -0.113
46. C -0.270
47. C -0.131
48. C -0.095
49. C -0.118
50. C -0.106
51. C -0.111
52. H 0.078
53. H 0.089
54. H 0.085
55. H 0.090
56. H 0.106
57. H 0.077
58. H 0.091
59. H 0.084
60. H 0.086
61. H 0.100
62. H 0.043
63. H 0.094
64. H 0.086
65. H 0.089
66. H 0.094



# 3
Here is a molecular structure, C57H100F36N11O24S12 in a non-equilibrium geometry from the OMol25 dataset. Energies are from wB97M-V/def2-TZVPD.

Atoms and positions in Å:
C -2.235 4.137 1.036
C -3.327 3.854 0.031
C -3.129 2.533 -0.776
N -4.267 2.151 -1.766
C -3.881 0.732 -2.259
C -4.650 0.294 -3.505
C -4.535 1.358 -4.607
C -5.020 2.686 -4.154
C -4.329 3.216 -2.902
C -5.636 2.080 -1.081
H -1.390 4.352 0.382
H -1.956 3.358 1.745
H -2.368 4.972 1.723
H -3.487 4.646 -0.702
H -4.294 3.843 0.534
H -3.016 1.651 -0.146
H -2.165 2.549 -1.286
H -2.820 0.865 -2.470
H -3.890 -0.006 -1.457
H -4.203 -0.622 -3.894
H -5.699 0.058 -3.325
H -3.507 1.514 -4.934
H -5.116 1.095 -5.490
H -4.883 3.361 -5.000
H -6.106 2.630 -4.091
H -3.309 3.424 -3.226
H -4.791 4.089 -2.441
H -5.955 3.102 -0.875
H -5.577 1.448 -0.195
H -6.343 1.618 -1.770
C -0.778 -0.369 -4.791
C -0.767 -1.869 -4.507
C 0.603 -2.337 -4.936
N 1.135 -3.700 -4.385
C 0.314 -4.888 -4.968
C 0.886 -6.246 -4.530
C 2.308 -6.442 -5.025
C 3.187 -5.364 -4.466
C 2.642 -3.934 -4.809
C 1.009 -3.669 -2.813
H -0.730 -0.232 -5.871
H -0.019 0.233 -4.291
H -1.723 0.091 -4.501
H -1.539 -2.436 -5.027
H -0.896 -1.998 -3.432
H 1.378 -1.635 -4.627
H 0.625 -2.399 -6.024
H 0.059 -4.775 -6.021
H -0.719 -4.870 -4.620
H 0.250 -7.116 -4.696
H 0.957 -6.237 -3.442
H 2.364 -6.586 -6.104
H 2.647 -7.337 -4.503
H 4.137 -5.419 -4.998
H 3.453 -5.466 -3.413
H 2.490 -3.811 -5.881
H 3.134 -3.049 -4.404
H -0.053 -3.771 -2.589
H 1.139 -2.625 -2.530
H 1.664 -4.354 -2.276
C 1.850 -0.785 5.138
C 2.116 -2.201 4.842
C 0.866 -2.967 4.335
N 1.193 -4.222 3.407
C -0.181 -4.887 3.089
C 0.026 -6.044 2.071
C 0.618 -5.528 0.777
C 2.019 -5.010 1.012
C 2.018 -3.869 2.142
C 1.945 -5.270 4.271
H 1.022 -0.787 5.847
H 1.484 -0.257 4.258
H 2.774 -0.348 5.517
H 2.513 -2.742 5.701
H 2.980 -2.254 4.180
H 0.316 -2.328 3.644
H 0.220 -3.355 5.123
H -0.767 -4.102 2.609
H -0.607 -5.128 4.063
H -0.914 -6.555 1.861
H 0.543 -6.875 2.552
H -0.077 -4.911 0.207
H 0.727 -6.380 0.105
H 2.303 -4.661 0.019
H 2.616 -5.905 1.190
H 1.525 -2.967 1.778
H 2.999 -3.486 2.423
H 2.896 -4.784 4.489
H 2.173 -6.071 3.568
H 1.427 -5.496 5.203
C 5.570 1.424 3.548
C 5.033 2.750 3.339
C 3.909 3.198 4.302
N 3.261 4.557 3.895
C 2.151 4.879 4.982
C 0.866 3.996 4.875
C 0.333 4.068 3.484
C 1.372 3.739 2.424
C 2.628 4.629 2.501
C 4.308 5.732 3.862
H 6.414 1.160 2.910
H 4.880 0.648 3.217
H 5.875 1.169 4.563
H 4.702 2.959 2.322
H 5.806 3.444 3.671
H 4.418 3.343 5.255
H 3.087 2.483 4.283
H 2.615 4.933 5.967
H 2.060 5.916 4.658
H 1.085 2.980 5.203
H 0.052 4.442 5.445
H -0.489 3.361 3.369
H -0.049 5.040 3.174
H 1.646 2.694 2.567
H 0.934 3.723 1.425
H 3.381 4.291 1.789
H 2.476 5.688 2.291
H 4.614 5.960 4.882
H 3.839 6.586 3.373
H 5.159 5.561 3.203
C -0.848 1.604 6.713
C -2.248 2.263 6.614
C -2.968 1.974 5.257
N -4.238 2.868 5.126
C -5.186 2.938 6.335
C -6.010 1.699 6.582
C -6.856 1.468 5.299
C -5.981 1.173 4.115
C -4.961 2.395 3.868
C -3.561 4.288 4.879
H -0.868 0.596 7.127
H -0.164 2.161 7.353
H -0.340 1.457 5.760
H -2.165 3.344 6.722
H -2.823 1.893 7.463
H -3.561 1.061 5.291
H -2.293 2.099 4.410
H -4.541 2.984 7.212
H -5.798 3.821 6.156
H -5.279 0.914 6.776
H -6.653 1.881 7.443
H -7.512 0.613 5.467
H -7.514 2.303 5.061
H -5.595 0.154 4.135
H -6.525 1.030 3.181
H -4.301 2.240 3.014
H -5.496 3.306 3.601
H -2.898 4.288 4.015
H -3.216 4.709 5.823
H -4.365 4.995 4.677
C 3.310 -3.564 -8.972
F 2.728 -4.361 -8.032
F 3.964 -4.331 -9.829
F 2.422 -2.825 -9.588
S 4.561 -2.429 -7.981
O 5.525 -3.414 -7.392
O 5.126 -1.580 -9.068
N 3.500 -1.623 -6.816
S 4.434 -0.535 -6.508
O 5.774 -0.843 -6.014
O 4.407 0.581 -7.438
C 3.603 0.332 -4.933
F 2.364 0.710 -5.308
F 3.541 -0.592 -3.956
F 4.369 1.397 -4.589
C -0.231 -4.522 7.920
F -0.227 -4.655 9.252
F 0.957 -4.070 7.500
F -0.450 -5.745 7.383
S -1.681 -3.304 7.505
O -2.707 -3.563 8.476
O -0.979 -2.064 7.637
N -2.149 -3.729 5.944
S -2.688 -2.485 5.297
O -3.531 -1.637 6.067
O -1.760 -1.644 4.509
C -3.787 -3.208 3.815
F -3.122 -4.307 3.319
F -4.961 -3.482 4.323
F -3.934 -2.186 2.942
C 2.455 6.172 -3.958
F 1.257 6.551 -4.451
F 2.119 5.395 -2.937
F 3.111 5.589 -4.951
S 3.324 7.814 -3.364
O 2.547 8.268 -2.209
O 4.737 7.561 -3.052
N 3.265 8.804 -4.824
S 2.390 10.106 -4.460
O 2.701 10.749 -3.216
O 2.530 11.034 -5.583
C 0.452 9.690 -4.428
F -0.199 10.844 -4.110
F -0.011 9.249 -5.613
F 0.180 8.785 -3.487
C -1.937 -1.042 0.792
F -3.130 -0.475 0.943
F -1.916 -2.192 1.536
F -1.708 -1.294 -0.476
S -0.547 0.117 1.465
O -1.205 0.763 2.647
O 0.620 -0.733 1.843
N -0.242 1.250 0.186
S 1.090 0.822 -0.437
O 2.240 1.101 0.448
O 1.052 -0.494 -1.064
C 1.118 2.087 -1.920
F 2.250 1.745 -2.574
F 0.074 1.941 -2.657
F 1.159 3.369 -1.535
C 5.179 -0.353 -1.175
F 4.070 0.226 -1.519
F 6.174 -0.266 -2.033
F 5.611 0.033 -0.011
S 4.785 -2.290 -0.792
O 4.656 -2.441 0.650
O 3.631 -2.667 -1.556
N 6.314 -3.099 -0.989
S 6.300 -3.628 -2.477
O 6.110 -5.068 -2.604
O 5.695 -2.654 -3.356
C 8.176 -3.346 -2.802
F 8.482 -3.558 -4.121
F 8.485 -2.119 -2.442
F 8.830 -4.226 -2.036
C -4.060 -3.671 -2.456
F -5.169 -3.003 -2.055
F -2.965 -2.876 -2.356
F -3.929 -4.650 -1.641
S -4.286 -4.245 -4.292
O -3.117 -5.090 -4.489
O -5.527 -5.031 -4.303
N -4.390 -2.760 -5.099
S -4.114 -3.151 -6.553
O -2.660 -3.379 -6.842
O -5.037 -4.101 -7.133
C -4.552 -1.428 -7.287
F -3.637 -0.524 -6.974
F -4.480 -1.516 -8.660
F -5.800 -1.092 -6.909

Computed properties:
- 2S+1 = 1
- total charge = -1
- E_HOMO (eV) = -6.151

Löwdin population analysis, charges in e, atoms 1 to 99:
1. C -0.098
2. C -0.209
3. C -0.107
4. N -0.208
5. C -0.085
6. C -0.138
7. C -0.200
8. C -0.190
9. C -0.064
10. C 0.034
11. H 0.087
12. H 0.045
13. H 0.071
14. H 0.109
15. H 0.088
16. H 0.098
17. H 0.112
18. H 0.124
19. H 0.117
20. H 0.087
21. H 0.122
22. H 0.117
23. H 0.113
24. H 0.131
25. H 0.118
26. H 0.145
27. H 0.124
28. H 0.097
29. H 0.106
30. H 0.100
31. C -0.066
32. C -0.210
33. C -0.107
34. N -0.168
35. C -0.090
36. C -0.164
37. C -0.202
38. C -0.146
39. C -0.048
40. C 0.033
41. H 0.095
42. H 0.058
43. H 0.042
44. H 0.078
45. H 0.083
46. H 0.106
47. H 0.142
48. H 0.138
49. H 0.092
50. H 0.120
51. H 0.099
52. H 0.119
53. H 0.113
54. H 0.126
55. H 0.106
56. H 0.086
57. H 0.105
58. H 0.085
59. H 0.074
60. H 0.079
61. C -0.096
62. C -0.236
63. C -0.080
64. N -0.208
65. C -0.087
66. C -0.164
67. C -0.215
68. C -0.114
69. C -0.033
70. C 0.039
71. H 0.071
72. H 0.068
73. H 0.081
74. H 0.103
75. H 0.110
76. H 0.085
77. H 0.085
78. H 0.106
79. H 0.113
80. H 0.117
81. H 0.107
82. H 0.117
83. H 0.116
84. H 0.098
85. H 0.118
86. H 0.114
87. H 0.105
88. H 0.099
89. H 0.090
90. H 0.095
91. C -0.104
92. C -0.248
93. C -0.084
94. N -0.216
95. C -0.051
96. C -0.150
97. C -0.219
98. C -0.142
99. C -0.078



# 4
Here is a single C5H8OS molecule in a non-equilibrium geometry from the OMol25 dataset. Energies are from wB97M-V/def2-TZVPD.

Atoms and positions in Å:
C 2.294 -1.090 0.121
C 1.026 -0.476 -0.402
O 1.341 1.026 -0.056
C 0.034 1.698 0.267
C -0.838 0.666 -0.386
S -2.040 -0.596 0.032
C -0.238 -0.575 0.298
H 2.141 -1.287 1.292
H 2.838 -2.098 -0.441
H 3.255 -0.307 0.002
H 0.893 -0.622 -1.568
H 0.236 2.693 -0.090
H -0.145 1.583 1.432
H -0.829 0.716 -1.462
H -0.156 -0.698 1.379

Computed properties:
- 2S+1 = 1
- energy relative to the best compared isomer or geometry (same formula, charge and spin) (kcal per mole) = 114.9
- E_HOMO (eV) = -9.112

Computed Löwdin charges, given in elementary charges:
1. C -0.100
2. C -0.395
3. O -0.184
4. C -0.141
5. C -0.557
6. S 0.904
7. C -0.524
8. H 0.107
9. H 0.132
10. H 0.126
11. H 0.176
12. H 0.110
13. H 0.152
14. H 0.094
15. H 0.101



Short version: total energy = -123027.8966; -111407.6066; -354098.5484; -18192.3211 eV, in the order given.